24
Properties=species:S:1:pos:R:3:mulliken_spin:R:1 method="wB97M-V/def2-TZVPD" energy_ev=-33341.9911 s2=2.018 total_charge=+1 largest_force_ev_per_a=5.6 spin_multiplicity=3
C 1.781 0.796 2.185 0.100
C 2.070 1.274 0.772 0.233
C 0.918 -0.157 2.492 0.261
C 3.332 1.644 0.517 0.379
C 0.077 -0.770 1.414 0.026
C 0.665 -1.155 0.092 0.457
C -1.467 0.327 -2.682 0.003
C -1.677 -0.479 -1.462 0.018
N 1.980 -1.392 0.113 0.098
S -0.163 -1.516 -1.338 0.126
Cl 3.932 1.873 -1.046 0.148
H 2.350 1.188 3.014 0.004
H 1.217 1.236 0.120 0.031
H 0.751 -0.467 3.435 0.037
H -0.457 -1.706 1.696 0.019
H -0.749 0.047 1.351 0.030
H -0.829 1.135 -2.435 0.003
H -1.219 -0.257 -3.624 0.001
H -2.479 0.705 -3.030 0.004
H -2.504 -1.133 -1.440 0.002
H -1.712 0.212 -0.581 -0.006
H 3.862 1.766 1.369 0.010
H 2.444 -0.951 0.950 0.014
H 2.379 -1.879 -0.659 0.003

=====

47
Properties=species:S:1:pos:R:3:nbo_charge:R:1 method="wB97M-V/def2-TZVPD" de_lowest_kcal_mol=0.0 total_charge=0 smiles="Cc1cccc(NC(=O)CCc2nnc3ccc(NCc4ccco4)nn23)n1" largest_force_ev_per_a=1.4
C -3.520 -0.051 -1.024 -0.643
C -2.378 0.869 -1.328 0.233
C -2.556 2.064 -2.014 -0.289
C -1.455 2.875 -2.240 -0.141
C -0.210 2.481 -1.789 -0.290
C -0.131 1.264 -1.116 0.391
N 1.039 0.730 -0.605 -0.663
C 2.271 1.291 -0.445 0.691
O 2.612 2.358 -0.898 -0.601
C 3.175 0.400 0.397 -0.489
C 3.063 0.766 1.886 -0.431
C 1.677 0.863 2.416 0.297
N 1.275 1.836 3.206 -0.253
N 0.010 1.647 3.549 -0.258
C -0.399 0.540 2.966 0.218
C -1.642 -0.125 2.938 -0.121
C -1.736 -1.245 2.181 -0.276
C -0.596 -1.707 1.441 0.422
N -0.713 -2.848 0.716 -0.569
C 0.286 -3.244 -0.254 -0.265
C 0.154 -2.494 -1.545 0.253
C 1.062 -1.829 -2.314 -0.295
C 0.341 -1.304 -3.415 -0.314
C -0.948 -1.688 -3.231 0.105
O -1.073 -2.414 -2.108 -0.418
N 0.570 -1.105 1.473 -0.365
N 0.647 -0.005 2.236 -0.157
N -1.185 0.484 -0.892 -0.495
H -4.355 0.131 -1.695 0.215
H -3.195 -1.084 -1.114 0.225
H -3.856 0.111 0.001 0.224
H -3.537 2.352 -2.359 0.213
H -1.567 3.812 -2.767 0.217
H 0.675 3.077 -1.935 0.258
H 0.884 -0.179 -0.172 0.445
H 2.908 -0.647 0.251 0.216
H 4.207 0.558 0.084 0.238
H 3.519 1.741 2.064 0.254
H 3.615 0.021 2.468 0.227
H -2.465 0.282 3.500 0.241
H -2.658 -1.800 2.105 0.223
H -1.657 -3.132 0.502 0.397
H 1.272 -3.059 0.172 0.240
H 0.166 -4.320 -0.427 0.219
H 2.112 -1.727 -2.129 0.229
H 0.734 -0.718 -4.219 0.235
H -1.838 -1.513 -3.803 0.205

=====

112
Properties=species:S:1:pos:R:3:mulliken_spin:R:1 method="wB97M-V/def2-TZVPD" energy_ev=-105883.7961 s2=6.006 total_charge=+1 largest_force_ev_per_a=4.1 spin_multiplicity=5
Pt 14.918 5.306 10.561 1.656
Pt 15.430 10.264 15.805 1.348
P 8.750 10.224 11.315 0.000
F 8.644 9.556 12.800 0.000
F 10.306 10.664 11.736 0.000
F 9.308 8.735 10.815 0.000
F 9.135 10.933 9.908 0.000
F 7.338 9.816 10.752 0.000
F 8.154 11.597 11.885 0.000
O 16.107 9.588 11.639 0.017
C 14.919 9.817 12.378 0.038
O 15.174 10.218 13.568 0.178
O 13.841 9.635 11.820 0.006
H 16.900 9.902 12.082 -0.003
C 16.640 7.205 17.470 -0.002
C 15.156 7.262 17.143 0.003
O 14.834 8.117 16.045 0.192
H 17.252 6.817 16.658 0.001
H 16.854 6.574 18.338 -0.001
H 17.065 8.193 17.682 0.000
H 14.653 7.532 18.067 0.002
H 14.812 6.286 16.827 0.002
O 21.432 9.631 13.170 0.000
H 21.801 10.070 12.389 0.000
H 22.034 8.919 13.411 0.000
O 16.023 12.465 15.269 0.043
H 15.863 13.329 15.650 0.004
H 16.006 12.560 14.308 -0.005
O 12.671 11.488 10.201 0.000
H 13.137 10.881 10.793 0.001
H 11.985 11.882 10.762 0.000
O 17.187 5.473 10.092 0.044
H 17.715 4.974 10.724 -0.001
H 17.631 6.052 9.461 -0.002
O 18.981 9.962 10.517 0.000
H 19.290 9.323 9.866 0.000
H 19.380 10.815 10.313 0.000
O 17.647 10.097 15.676 0.077
H 18.290 10.285 16.366 0.001
H 17.976 10.010 14.771 -0.016
O 16.151 9.438 8.786 0.003
H 15.870 10.337 8.559 0.000
H 16.762 9.500 9.529 -0.001
O 11.331 9.769 8.592 0.000
H 10.420 9.604 8.869 0.000
H 11.647 10.416 9.244 0.000
O 14.445 13.558 9.767 0.000
H 15.010 13.187 9.080 0.000
H 13.814 12.826 9.903 0.000
O 15.649 10.722 17.950 0.053
H 15.409 11.590 18.284 0.000
H 16.151 10.193 18.579 -0.002
O 12.722 5.401 11.043 0.056
H 12.137 4.647 11.137 0.000
H 12.358 6.256 11.314 -0.004
O 11.691 7.863 12.032 -0.001
H 12.323 8.591 12.075 -0.001
H 10.860 8.260 11.712 0.000
O 16.378 8.732 6.181 0.000
H 16.511 7.781 6.177 0.000
H 16.271 8.980 7.112 0.000
O 18.432 7.064 8.312 0.001
H 17.849 6.974 7.549 0.000
H 19.306 6.895 7.934 0.000
O 12.173 10.334 14.083 -0.005
H 13.009 10.011 13.706 0.013
H 11.821 10.961 13.432 0.000
O 17.854 12.815 12.310 0.000
H 17.780 12.598 11.368 0.000
H 16.939 13.086 12.507 0.000
O 18.664 9.458 13.291 0.000
H 19.582 9.315 13.569 -0.001
H 18.839 9.823 12.405 -0.001
O 11.407 13.554 14.813 0.000
H 10.560 13.717 14.382 0.000
H 12.049 13.962 14.225 0.000
O 14.549 7.401 9.864 0.104
H 13.907 7.934 10.366 0.000
H 15.157 8.038 9.445 -0.006
O 11.811 7.907 17.043 0.000
H 11.172 7.912 16.317 0.000
H 12.696 8.004 16.656 0.000
O 13.452 11.148 16.252 0.071
H 12.775 11.048 15.550 -0.009
H 13.066 11.244 17.130 0.002
O 15.451 5.858 12.578 0.147
H 16.319 6.279 12.668 -0.001
H 14.667 5.984 13.124 -0.002
O 17.675 12.495 9.651 0.000
H 17.333 11.948 8.939 0.000
H 18.392 13.029 9.282 0.000
O 11.644 13.466 11.950 0.000
H 10.698 13.321 12.097 0.000
H 11.661 14.044 11.176 0.000
O 15.749 12.080 7.396 0.000
H 16.098 12.915 7.057 0.000
H 14.877 11.987 6.988 0.000
O 20.364 12.094 13.773 0.000
H 20.617 11.174 13.845 0.000
H 19.447 12.191 13.476 0.000
O 15.111 13.664 12.697 0.000
H 14.326 13.960 13.164 0.000
H 14.964 13.852 11.748 0.000
O 18.056 6.702 12.725 -0.001
H 18.202 7.660 12.838 0.000
H 18.869 6.289 12.426 0.000
O 10.319 8.354 14.679 0.000
H 9.910 8.144 13.831 0.000
H 10.876 9.111 14.451 0.000
O 13.439 6.095 14.500 0.002
H 12.605 6.560 14.322 -0.001
H 13.863 6.757 15.085 0.000